[1]
A 2-piece molecular cluster, C7H6N2S overall. Source: the Open Molecules 2025 dataset; level of theory: ωB97M-V/def2-TZVPD.

Last column: Mulliken charge in e.
Cartesian coordinates (Å):
C: 2.60 0.92 -0.04  0.306
C: -1.91 1.13 0.24  -0.547
C: -0.61 1.54 -0.05  -0.635
C: -1.91 -0.25 0.39  -0.482
C: 0.17 0.39 -0.07  0.240
C: -0.04 -1.97 0.27  -0.547
C: 1.53 0.04 -0.27  -0.003
N: 3.44 1.65 0.22  -0.401
N: -0.65 -0.68 0.19  0.131
S: 1.74 -1.69 -0.10  -0.149
H: -2.77 1.76 0.34  0.411
H: -0.27 2.53 -0.24  0.457
H: -2.71 -0.92 0.63  0.419
H: -0.11 -2.39 1.28  0.367
H: -0.46 -2.68 -0.45  0.378
H: 1.96 0.61 -2.33  0.055

The calculation puts the HOMO-LUMO gap (alpha / beta) at 0.2585 / 0.2860 hartree. The value obtained for the relative energy (zero: lowest compared OMol25 entry of this formula, charge and spin) is 67.9 kcal per mole. The value obtained for the HOMO energy (alpha / beta) is -7.58 / -8.96 eV.

[2]
One molecule with the formula C4H6N2 at a distorted geometry. Source: the Open Molecules 2025 dataset; level of theory: ωB97M-V/def2-TZVPD.

Last column: Mulliken charge in e.
Cartesian coordinates (Å):
C: 0.09 1.43 -0.13  0.146
N: -1.07 0.91 0.18  -0.550
C: -1.24 -0.39 -0.10  -0.340
C: 0.18 -0.74 -0.47  -0.143
C: 1.21 -0.26 0.50  -0.354
N: 1.02 0.63 -0.77  -0.481
H: 0.30 2.58 0.12  0.310
H: -1.80 -1.24 0.69  0.209
H: -1.92 -0.45 -0.93  0.310
H: 0.26 -1.45 -1.27  0.352
H: 0.73 -0.24 1.42  0.297
H: 2.24 -0.79 0.76  0.242

The SMILES is C1=NC[C@@H]2CN12. The calculation puts the HOMO-LUMO gap at 0.3756 hartree. The value obtained for the relative energy (zero: lowest compared OMol25 entry of this formula, charge and spin) is 104.9 kcal per mole. The value obtained for the HOMO energy is -9.20 eV.

[3]
C3H5N3 as an isolated structure. Source: the Open Molecules 2025 dataset; level of theory: ωB97M-V/def2-TZVPD.

Last column: Mulliken charge in e.
Cartesian coordinates (Å):
N: 1.68 -0.07 -1.06  -0.360
C: 0.60 -0.46 -0.45  0.132
N: -0.82 1.55 -0.73  -0.762
N: -1.26 1.03 0.29  0.360
C: -0.73 -0.09 1.03  -0.617
C: -0.18 -1.19 0.31  -0.287
H: 2.58 -0.54 -0.97  0.212
H: 1.64 0.79 -1.59  0.279
H: -2.16 1.34 0.69  0.249
H: -1.01 -0.10 2.08  0.394
H: -0.36 -2.26 0.42  0.399

The calculation puts the HOMO-LUMO gap at 0.2905 hartree. The value obtained for the relative energy (zero: lowest compared OMol25 entry of this formula, charge and spin) is 141.3 kcal per mole. The value obtained for the HOMO energy is -6.96 eV.

[4]
One molecule with the formula C24H39N3O2. Source: the Open Molecules 2025 dataset; level of theory: ωB97M-V/def2-TZVPD.

Last column: Mulliken charge in e.
Cartesian coordinates (Å):
C: -2.39 -2.44 1.27  -1.116
O: -2.92 -1.15 1.07  -0.339
C: -4.00 -1.01 0.23  0.775
C: -4.58 -2.07 -0.46  -0.641
C: -5.66 -1.84 -1.30  -0.608
C: -6.17 -0.57 -1.45  -0.803
C: -5.60 0.48 -0.75  -0.192
C: -4.52 0.28 0.09  -0.007
C: -3.92 1.45 0.82  -0.751
N: -3.29 2.37 -0.12  0.124
C: -2.84 3.60 0.50  -1.035
C: -1.57 3.44 1.34  -0.657
C: -0.46 2.81 0.51  -0.963
C: -0.95 1.50 -0.12  2.998
C: 0.10 0.88 -1.03  -2.558
N: 1.32 0.52 -0.33  0.993
C: 1.27 -0.71 0.42  -1.279
C: 1.43 -1.95 -0.49  -1.223
N: 2.22 -2.98 0.17  0.180
C: 1.49 -3.61 1.25  -0.873
C: 2.72 -3.96 -0.77  -1.129
C: 2.42 1.30 -0.51  0.206
O: 2.38 2.27 -1.25  -0.694
C: 3.69 0.93 0.25  0.609
C: 4.72 2.07 0.22  -0.975
C: 5.99 1.50 -0.43  -0.697
C: 5.88 0.00 -0.17  -0.842
C: 4.40 -0.28 -0.40  -0.310
C: -2.24 1.78 -0.91  -2.212
H: -3.14 -3.12 1.69  0.563
H: -1.58 -2.32 1.99  0.267
H: -1.99 -2.86 0.34  0.355
H: -4.20 -3.07 -0.37  0.431
H: -6.10 -2.67 -1.84  0.380
H: -7.01 -0.39 -2.11  0.389
H: -5.98 1.49 -0.86  0.453
H: -3.23 1.08 1.59  0.372
H: -4.72 2.01 1.33  0.666
H: -2.63 4.31 -0.32  0.434
H: -3.65 4.01 1.10  0.456
H: -1.25 4.42 1.72  0.452
H: -1.79 2.81 2.21  0.276
H: -0.17 3.49 -0.29  0.330
H: 0.42 2.63 1.12  0.298
H: -1.19 0.79 0.68  -0.302
H: 0.38 1.60 -1.81  0.562
H: -0.30 -0.02 -1.51  0.161
H: 0.31 -0.75 0.94  0.058
H: 2.06 -0.73 1.17  0.664
H: 0.45 -2.34 -0.80  0.492
H: 1.97 -1.64 -1.39  0.583
H: 1.18 -2.86 1.98  0.280
H: 0.60 -4.15 0.89  0.270
H: 2.15 -4.33 1.75  0.378
H: 3.32 -3.46 -1.52  0.303
H: 3.35 -4.67 -0.24  0.385
H: 1.91 -4.51 -1.27  0.378
H: 3.43 0.70 1.29  0.493
H: 4.33 2.91 -0.35  0.317
H: 4.93 2.41 1.24  0.338
H: 6.90 1.93 -0.01  0.387
H: 5.97 1.69 -1.50  0.293
H: 6.52 -0.59 -0.83  0.435
H: 6.15 -0.23 0.86  0.316
H: 4.08 -1.23 0.02  -0.018
H: 4.20 -0.28 -1.47  0.301
H: -2.01 2.48 -1.72  0.367
H: -2.61 0.86 -1.36  0.457

The SMILES is COc1ccccc1CN1CCC[C@H](CN(CCN(C)C)C(=O)C2CCCC2)C1. The calculation puts the HOMO-LUMO gap at 0.3192 hartree. The value obtained for the relative energy (zero: lowest compared OMol25 entry of this formula, charge and spin) is 2.5 kcal per mole. The value obtained for the HOMO energy is -8.07 eV.